[1]
{"formula": "C30H51NP2SbTc", "method": "ωB97M-V/def2-TZVPD", "orbital_gap_ev": [6.6, 5.8], "s_squared": 0.75, "multiplicity": 2, "energy_ev": -60714.11124, "total_charge": 3, "lumo_ev": [-9.83, -10.66], "elements": ["Tc", "C", "C", "C", "P", "C", "C", "C", "C", "C", "C", "C", "C", "C", "N", "C", "C", "C", "C", "C", "C", "P", "C", "C", "C", "C", "C", "C", "H", "H", "H", "H", "H", "H", "H", "H", "H", "H", "H", "H", "H", "H", "H", "H", "H", "H", "H", "H", "H", "H", "H", "H", "H", "H", "H", "H", "H", "H", "H", "H", "H", "H", "H", "H", "C", "C", "Sb", "C", "C", "C", "C", "H", "H", "H", "H", "H", "H", "H", "H", "H", "H", "H", "H", "H", "H", "H"], "xyz": [[0.834, -1.072, 0.186], [4.551, -1.893, 1.413], [4.492, -0.652, 0.515], [4.409, 0.648, 1.322], [3.035, -0.770, -0.566], [3.203, -2.073, -1.860], [4.654, -2.422, -2.203], [2.406, -3.313, -1.429], [2.655, 0.777, -1.418], [3.328, 1.281, -2.526], [2.853, 2.419, -3.159], [1.681, 3.028, -2.714], [1.000, 2.542, -1.610], [1.506, 1.430, -0.938], [0.896, 0.856, 0.220], [0.520, 1.663, 1.313], [0.738, 3.046, 1.371], [0.302, 3.760, 2.474], [-0.348, 3.122, 3.524], [-0.488, 1.738, 3.512], [-0.036, 1.000, 2.430], [0.067, -0.799, 2.349], [-1.574, -1.472, 1.861], [-1.545, -3.006, 1.879], [-2.769, -0.898, 2.626], [0.738, -1.514, 3.893], [-0.261, -1.631, 5.047], [1.991, -0.733, 4.306], [5.382, -1.794, 2.112], [4.707, -2.813, 0.852], [3.635, -1.996, 2.000], [5.367, -0.621, -0.141], [3.476, 0.709, 1.887], [4.481, 1.529, 0.685], [5.234, 0.684, 2.033], [2.727, -1.640, -2.746], [5.159, -2.911, -1.371], [5.234, -1.545, -2.490], [4.669, -3.110, -3.048], [2.866, -3.815, -0.577], [2.340, -4.032, -2.246], [1.354, -3.086, -1.163], [4.221, 0.793, -2.896], [3.389, 2.831, -4.003], [1.294, 3.892, -3.238], [0.082, 3.012, -1.283], [1.267, 3.559, 0.583], [0.483, 4.826, 2.520], [-0.712, 3.694, 4.367], [-0.937, 1.245, 4.364], [-1.680, -1.134, 0.804], [-1.531, -3.386, 2.900], [-0.677, -3.427, 1.361], [-2.438, -3.402, 1.396], [-2.771, -1.238, 3.660], [-3.692, -1.253, 2.165], [-2.784, 0.191, 2.619], [1.043, -2.522, 3.590], [-0.634, -0.662, 5.374], [0.258, -2.076, 5.897], [-1.106, -2.275, 4.815], [1.736, 0.256, 4.686], [2.699, -0.615, 3.486], [2.496, -1.277, 5.103], [-6.709, 0.586, -2.792], [-6.033, -0.312, -1.756], [-3.920, -0.005, -1.888], [-3.364, -0.795, -3.815], [-2.901, 0.207, -4.866], [-3.662, 2.116, -1.597], [-3.285, 2.949, -2.816], [-7.787, 0.424, -2.737], [-6.400, 0.351, -3.811], [-6.534, 1.645, -2.604], [-6.203, -1.372, -1.939], [-6.329, -0.083, -0.734], [-4.271, -1.321, -4.118], [-2.602, -1.546, -3.609], [-3.666, 0.942, -5.105], [-2.679, -0.340, -5.784], [-1.993, 0.730, -4.569], [-2.930, 2.212, -0.795], [-4.631, 2.409, -1.189], [-2.295, 2.702, -3.196], [-3.279, 4.001, -2.525], [-4.001, 2.846, -3.629]]}

=====

[2]
{"formula": "C30H52B2CaN6O2", "method": "ωB97M-V/def2-TZVPD", "orbital_gap_ev": 7.2, "energy_ev": -64788.89517, "lumo_ev": 0.56, "elements": ["Ca", "C", "C", "C", "C", "N", "N", "B", "N", "N", "C", "C", "C", "C", "C", "C", "C", "C", "N", "N", "C", "C", "C", "C", "C", "C", "C", "C", "C", "C", "C", "C", "H", "H", "H", "H", "H", "H", "H", "H", "H", "H", "H", "H", "H", "H", "H", "H", "H", "H", "H", "H", "H", "H", "H", "H", "H", "H", "H", "H", "H", "H", "H", "H", "H", "H", "H", "H", "H", "H", "H", "H", "C", "C", "C", "O", "B", "O", "C", "C", "C", "H", "H", "H", "H", "H", "H", "H", "H", "H", "H", "H", "H"], "xyz": [[0.213, -0.065, 0.387], [-5.044, -1.117, -1.547], [-3.684, -0.522, -1.694], [-3.152, 0.192, -2.748], [-1.841, 0.499, -2.357], [-1.607, 0.008, -1.146], [-2.741, -0.621, -0.738], [-2.810, -1.323, 0.633], [-2.624, -0.296, 1.788], [-1.615, 0.626, 1.805], [-1.835, 1.429, 2.838], [-3.009, 1.051, 3.497], [-3.473, -0.049, 2.806], [-4.701, -0.853, 3.075], [-0.877, 2.548, 3.181], [-1.682, 3.772, 3.632], [0.041, 2.082, 4.319], [-0.023, 2.933, 1.976], [-1.791, -2.497, 0.703], [-0.484, -2.370, 0.322], [0.056, -3.583, 0.366], [-0.904, -4.519, 0.766], [-2.056, -3.789, 0.975], [-3.395, -4.290, 1.403], [1.515, -3.812, 0.040], [2.032, -2.757, -0.938], [1.675, -5.199, -0.592], [2.330, -3.751, 1.338], [-0.781, 1.262, -3.114], [-1.296, 2.680, -3.393], [-0.505, 0.544, -4.441], [0.517, 1.353, -2.320], [-5.639, -0.910, -2.434], [-4.990, -2.198, -1.416], [-5.565, -0.705, -0.682], [-3.650, 0.448, -3.667], [-3.896, -1.798, 0.757], [-3.463, 1.504, 4.361], [-5.188, -0.482, 3.975], [-5.411, -0.794, 2.251], [-4.465, -1.906, 3.230], [-2.303, 3.540, 4.498], [-1.008, 4.583, 3.914], [-2.335, 4.130, 2.834], [-0.540, 1.817, 5.205], [0.625, 1.213, 4.011], [0.737, 2.879, 4.592], [-0.633, 3.167, 1.101], [0.572, 3.818, 2.215], [0.713, 2.161, 1.723], [-0.789, -5.581, 0.889], [-3.334, -5.358, 1.605], [-3.738, -3.797, 2.312], [-4.151, -4.128, 0.635], [1.396, -2.682, -1.821], [2.132, -1.773, -0.467], [3.042, -3.018, -1.263], [1.104, -5.282, -1.518], [2.725, -5.387, -0.820], [1.338, -5.983, 0.087], [2.236, -2.774, 1.818], [1.995, -4.512, 2.045], [3.387, -3.927, 1.122], [-2.220, 2.652, -3.972], [-1.502, 3.209, -2.461], [-0.558, 3.253, -3.958], [-1.413, 0.471, -5.041], [0.243, 1.086, -5.022], [-0.138, -0.469, -4.266], [0.389, 1.908, -1.384], [0.958, 0.367, -2.135], [1.266, 1.907, -2.889], [3.777, 1.573, 3.988], [3.894, 0.234, 3.268], [4.182, -0.868, 4.273], [2.611, -0.033, 2.661], [2.643, 0.287, 1.286], [3.962, 0.580, 0.947], [4.849, 0.275, 2.040], [5.926, 1.346, 2.096], [5.494, -1.073, 1.729], [2.996, 1.508, 4.746], [3.503, 2.364, 3.288], [4.710, 1.854, 4.480], [3.433, -0.835, 5.065], [5.166, -0.744, 4.732], [4.140, -1.851, 3.810], [5.499, 2.342, 2.186], [6.510, 1.310, 1.176], [6.606, 1.181, 2.935], [4.738, -1.852, 1.631], [6.206, -1.374, 2.498], [6.021, -0.994, 0.778]]}

=====

[3]
{"formula": "C30H52BrCl34INOSi", "method": "ωB97M-V/def2-TZVPD", "orbital_gap_ev": 6.3, "de_lowest_kj_mol": 255.6, "energy_ev": -547264.05429, "total_charge": 1, "lumo_ev": -4.22, "elements": ["C", "C", "C", "C", "C", "N", "C", "C", "C", "O", "Br", "C", "I", "C", "Si", "C", "C", "C", "H", "H", "H", "H", "H", "H", "H", "H", "H", "H", "H", "H", "H", "H", "H", "H", "H", "H", "C", "Cl", "Cl", "H", "H", "C", "Cl", "Cl", "H", "H", "C", "Cl", "Cl", "H", "H", "C", "Cl", "Cl", "H", "H", "C", "Cl", "Cl", "H", "H", "C", "Cl", "Cl", "H", "H", "C", "Cl", "Cl", "H", "H", "C", "Cl", "Cl", "H", "H", "C", "Cl", "Cl", "H", "H", "C", "Cl", "Cl", "H", "H", "C", "Cl", "Cl", "H", "H", "C", "Cl", "Cl", "H", "H", "C", "Cl", "Cl", "H", "H", "C", "Cl", "Cl", "H", "H", "C", "Cl", "Cl", "H", "H", "C", "Cl", "Cl", "H", "H", "C", "Cl", "Cl", "H", "H"], "xyz": [[0.097, -5.031, -0.011], [-0.406, -4.288, -1.077], [-1.160, -2.893, -0.903], [-2.607, -3.037, -0.324], [-3.313, -4.282, -0.665], [-4.588, -4.579, -0.208], [-5.244, -3.710, 0.630], [-6.670, -4.142, 1.143], [-7.733, -3.331, 0.281], [-7.479, -2.970, -0.827], [-9.484, -2.997, 1.094], [-4.637, -2.418, 1.036], [-5.820, -1.236, 2.371], [-3.270, -1.999, 0.549], [-2.423, -0.341, 0.995], [-1.450, -0.566, 2.640], [-3.627, 1.166, 1.074], [-1.095, 0.226, -0.282], [-0.549, -5.510, 0.787], [1.192, -5.234, 0.103], [-0.311, -4.655, -2.138], [-1.124, -2.345, -1.890], [-0.519, -2.326, -0.168], [-2.852, -5.065, -1.327], [-5.066, -5.460, -0.464], [-6.828, -5.224, 0.866], [-6.797, -3.959, 2.245], [-1.846, -1.392, 3.287], [-1.356, 0.387, 3.220], [-0.395, -0.863, 2.361], [-4.445, 1.095, 0.294], [-4.112, 1.199, 2.093], [-3.032, 2.092, 0.853], [-1.097, 1.351, -0.396], [-1.326, -0.186, -1.311], [-0.064, -0.140, -0.004], [-1.736, -0.210, -4.474], [-3.168, 0.630, -3.863], [-0.249, 0.600, -3.970], [-1.733, -1.226, -4.086], [-1.776, -0.230, -5.560], [3.794, 1.553, -4.339], [2.718, 2.707, -3.542], [3.164, -0.094, -4.212], [3.882, 1.817, -5.390], [4.771, 1.597, -3.864], [4.912, -2.611, -2.039], [3.353, -3.426, -1.837], [5.679, -3.061, -3.565], [4.750, -1.536, -2.031], [5.566, -2.894, -1.219], [3.192, 6.387, -2.332], [2.857, 7.448, -3.704], [1.767, 5.443, -1.884], [3.994, 5.704, -2.602], [3.493, 6.993, -1.482], [0.474, -0.003, 5.820], [-1.063, -0.848, 6.008], [1.238, -0.441, 4.286], [0.296, 1.070, 5.835], [1.133, -0.278, 6.640], [-2.589, -2.423, 9.347], [-4.036, -1.602, 9.944], [-1.118, -1.590, 9.868], [-2.574, -3.439, 9.733], [-2.618, -2.441, 8.260], [-0.856, 2.178, 10.130], [-0.736, 1.491, 8.504], [-1.089, 3.928, 10.073], [-1.702, 1.725, 10.640], [0.061, 1.962, 10.672], [4.167, 9.046, -7.251], [4.371, 7.339, -7.668], [5.553, 10.006, -7.778], [3.272, 9.423, -7.739], [4.066, 9.134, -6.173], [1.484, -8.569, -1.624], [2.476, -8.304, -3.060], [1.065, -7.028, -0.838], [0.568, -9.078, -1.916], [2.039, -9.184, -0.920], [-4.142, -8.009, 1.194], [-5.109, -8.208, -0.278], [-2.972, -9.316, 1.375], [-3.607, -7.063, 1.141], [-4.807, -8.009, 2.054], [5.968, 4.629, -4.346], [6.217, 3.394, -3.105], [6.961, 4.315, -5.773], [4.920, 4.629, -4.638], [6.237, 5.599, -3.935], [1.259, 10.015, -1.781], [-0.167, 10.859, -1.170], [2.749, 10.818, -1.270], [1.258, 8.998, -1.399], [1.222, 10.000, -2.867], [-3.855, -3.763, 5.004], [-3.209, -4.150, 3.399], [-2.557, -3.298, 6.101], [-4.555, -2.935, 4.915], [-4.365, -4.637, 5.401], [-0.987, 5.540, 0.632], [-2.218, 6.596, -0.066], [-1.718, 4.124, 1.404], [-0.321, 5.205, -0.158], [-0.425, 6.097, 1.377], [7.097, 4.951, 0.136], [6.754, 6.016, -1.233], [5.673, 4.004, 0.583], [7.900, 4.271, -0.140], [7.400, 5.556, 0.986], [10.407, 2.488, -3.350], [9.331, 3.642, -2.555], [9.784, 0.838, -3.225], [10.493, 2.753, -4.401], [11.384, 2.532, -2.876], [-5.946, -4.638, -3.453], [-5.792, -6.403, -3.372], [-5.700, -4.048, -5.097], [-6.942, -4.356, -3.121], [-5.200, -4.188, -2.803]]}